The following is a quantum chemistry calculation of one molecule with the formula C3H3ClOS at a distorted geometry, from the Open Molecules 2025 dataset.

Properties
**HOMO energy**: -9.090 eV
**Relative energy (zero: lowest compared OMol25 entry of this formula, charge and spin)**: 11.3 kcal per mole
**SMILES**: OC(=S)/C=C/Cl
**Frontier orbital gap**: 0.3069 hartree

```
9
C3H3ClOS | the Open Molecules 2025 dataset | wB97M-V/def2-TZVPD
C -0.471 -0.882 -0.426
C 0.051 0.246 0.369
C 0.815 1.205 -0.222
H -1.406 -1.532 1.204
H -0.094 0.287 1.434
H 0.937 1.204 -1.276
O -1.135 -1.844 0.331
S -0.355 -1.144 -2.035
Cl 1.659 2.459 0.622
```

natural (NBO) population analysis, charges in e, atoms 1 to 2: 0.1883, -0.3586

---

The following is a quantum chemistry calculation of one molecule with the formula C3H3ClOS at a distorted geometry, from the Open Molecules 2025 dataset.

Properties
**HOMO energy**: -9.131 eV
**Relative energy (zero: lowest compared OMol25 entry of this formula, charge and spin)**: 23.8 kcal per mole
**SMILES**: S=CO/C=C/Cl
**Frontier orbital gap**: 0.3389 hartree

```
9
C3H3ClOS | the Open Molecules 2025 dataset | wB97M-V/def2-TZVPD
C -1.068 1.234 0.424
C -0.018 0.550 -0.010
C 0.653 -1.631 -0.507
H -2.107 0.983 0.377
H 0.992 0.923 0.028
H 0.459 -2.443 -1.211
O -0.232 -0.700 -0.656
S 1.989 -1.691 0.458
Cl -0.668 2.775 1.096
```

natural (NBO) population analysis, charges in e, atoms 1 to 2: -0.2456, 0.0781

---

The following is a quantum chemistry calculation of a 2-piece molecular cluster, C3H3ClS overall at a distorted geometry, from the Open Molecules 2025 dataset.

Properties
**HOMO energy (alpha / beta)**: -8.546 / -8.547 eV
**Relative energy (zero: lowest compared OMol25 entry of this formula, charge and spin)**: 85.4 kcal per mole
**Frontier orbital gap (alpha / beta)**: 0.2026 / 0.2028 hartree

```
8
C3H3ClS | the Open Molecules 2025 dataset | wB97M-V/def2-TZVPD
C -1.752 0.194 0.020
C 0.795 0.007 -0.463
C -0.460 0.282 0.087
S 1.094 1.279 0.560
Cl 3.451 -1.080 0.516
H -2.137 -0.713 -0.388
H -2.607 0.786 0.318
H 1.617 -0.755 -0.650
```

natural (NBO) population analysis, charges in e, atoms 1 to 2: -0.3598, -0.1846

---

The following is a quantum chemistry calculation of a 2-piece molecular cluster, C3H3ClS2 overall at a distorted geometry, from the Open Molecules 2025 dataset.

Properties
**HOMO energy (alpha / beta)**: -8.757 / -8.759 eV
**Relative energy (zero: lowest compared OMol25 entry of this formula, charge and spin)**: 71.8 kcal per mole
**Frontier orbital gap (alpha / beta)**: 0.2751 / 0.2753 hartree

```
9
C3H3ClS2 | the Open Molecules 2025 dataset | wB97M-V/def2-TZVPD
C -0.858 1.317 0.060
C -1.824 1.012 -0.641
C 0.786 -1.044 -0.434
S 2.198 -0.092 2.059
S 2.160 -0.282 0.103
Cl -0.501 -1.597 0.572
H -0.130 1.757 0.704
H -2.710 0.525 -1.028
H 0.879 -1.597 -1.396
```

natural (NBO) population analysis, charges in e, atoms 1 to 2: -0.2480, -0.2473

---

The following is a quantum chemistry calculation of C3H3CrO3 as an isolated structure at a distorted geometry, from the Open Molecules 2025 dataset.

Properties
**⟨S²⟩**: 8.75
**HOMO energy (alpha / beta)**: -7.132 / -9.195 eV
**Relative energy (zero: lowest compared OMol25 entry of this formula, charge and spin)**: 62.0 kcal per mole
**Frontier orbital gap (alpha / beta)**: 0.2357 / 0.3211 hartree
**Spin multiplicity**: 6

```
10
C3H3CrO3 | the Open Molecules 2025 dataset | wB97M-V/def2-TZVPD
C -0.365 0.414 0.047
C 1.939 0.100 -0.337
O 0.735 0.724 -0.647
O -0.649 -0.801 0.208
C 2.248 -1.092 -0.910
H 2.738 0.808 -0.089
H 2.491 -1.244 0.330
H 1.459 -1.814 -1.141
O -1.071 1.327 0.544
Cr -2.331 -0.182 1.162
```

natural (NBO) population analysis, charges in e, atoms 1 to 2: 0.9545, 0.1299

---

The following is a quantum chemistry calculation of C3H3CuO2 as an isolated structure at a distorted geometry, from the Open Molecules 2025 dataset.

Properties
**⟨S²⟩**: 0.75
**HOMO energy (alpha / beta)**: -2.304 / -3.203 eV
**Relative energy (zero: lowest compared OMol25 entry of this formula, charge and spin)**: 51.3 kcal per mole
**Total charge**: -1
**Frontier orbital gap (alpha / beta)**: 0.2319 / 0.2502 hartree
**Spin multiplicity**: 2

```
9
C3H3CuO2 | the Open Molecules 2025 dataset | wB97M-V/def2-TZVPD
O 1.841 0.800 -1.011
Cu -2.696 -0.187 -0.723
O -0.998 -0.001 0.759
C 0.044 -0.383 0.111
C 1.156 0.462 -0.073
C 1.522 -0.662 1.316
H 1.265 -1.713 1.518
H 1.305 -0.093 2.235
H 2.608 -0.745 1.170
```

natural (NBO) population analysis, charges in e, atoms 1 to 2: -0.6103, -0.0134

---

The following is a quantum chemistry calculation of C3H3CuO2 as an isolated structure at a distorted geometry, from the Open Molecules 2025 dataset.

Properties
**HOMO energy**: -7.358 eV
**Relative energy (zero: lowest compared OMol25 entry of this formula, charge and spin)**: 91.2 kcal per mole
**Frontier orbital gap**: 0.2010 hartree

```
9
C3H3CuO2 | the Open Molecules 2025 dataset | wB97M-V/def2-TZVPD
O 1.292 -0.606 -1.517
Cu 1.373 -2.635 -0.893
O 1.175 1.559 1.004
C 0.556 0.849 0.224
C 0.918 -0.425 -0.324
C -1.015 0.353 0.321
H -1.569 0.705 -0.562
H -1.428 0.882 1.192
H -1.301 -0.682 0.556
```

natural (NBO) population analysis, charges in e, atoms 1 to 2: -0.7643, 0.8696

---

The following is a quantum chemistry calculation of C3H3ErLiO2 as an isolated structure at a distorted geometry, from the Open Molecules 2025 dataset.

Properties
**⟨S²⟩**: 6.00
**HOMO energy (alpha / beta)**: -16.799 / -16.988 eV
**Relative energy (zero: lowest compared OMol25 entry of this formula, charge and spin)**: 0.0 kcal per mole
**Total charge**: +2
**Frontier orbital gap (alpha / beta)**: 0.2512 / 0.2322 hartree
**Spin multiplicity**: 5

```
10
C3H3ErLiO2 | the Open Molecules 2025 dataset | wB97M-V/def2-TZVPD
H -2.675 -0.076 -1.430
O 0.475 0.548 -0.382
C -0.601 -0.220 -0.535
C -0.630 -1.540 -0.816
C -1.681 0.409 -1.413
O -1.526 1.542 -1.851
Li 0.169 2.217 -1.269
Er 2.666 0.112 0.427
H 0.256 -2.170 -0.724
H -1.528 -1.910 -0.239
```

natural (NBO) population analysis, charges in e, atoms 1 to 2: 0.2047, -1.0515

---

The following is a quantum chemistry calculation of a 2-piece molecular cluster, C3H3F overall at a distorted geometry, from the Open Molecules 2025 dataset.

Properties
**HOMO energy**: -9.882 eV
**Relative energy (zero: lowest compared OMol25 entry of this formula, charge and spin)**: 83.1 kcal per mole
**Frontier orbital gap**: 0.3383 hartree

```
7
C3H3F | the Open Molecules 2025 dataset | wB97M-V/def2-TZVPD
C -1.936 -0.289 0.717
C -0.817 0.051 0.537
C 1.305 0.298 -0.475
F 1.212 -0.756 -1.277
H -2.998 -0.530 1.068
H 1.354 1.281 -0.872
H 1.879 -0.055 0.300
```

natural (NBO) population analysis, charges in e, atoms 1 to 2: -0.4265, -0.1804

---

The following is a quantum chemistry calculation of one molecule with the formula C3H3F at a distorted geometry, from the Open Molecules 2025 dataset.

Properties
**HOMO energy**: -10.672 eV
**Relative energy (zero: lowest compared OMol25 entry of this formula, charge and spin)**: 12.9 kcal per mole
**SMILES**: C#CCF
**Frontier orbital gap**: 0.4231 hartree

```
7
C3H3F | the Open Molecules 2025 dataset | wB97M-V/def2-TZVPD
C 0.760 0.444 -0.051
C -0.695 0.333 -0.193
C -1.547 -0.503 -0.146
H 1.073 0.710 1.057
H 1.197 1.107 -0.800
H -2.207 -1.241 0.281
F 1.418 -0.850 -0.148
```

natural (NBO) population analysis, charges in e, atoms 1 to 2: -0.0239, -0.1060

---

The following is a quantum chemistry calculation of C3H3F10FeN3O16S6 as an isolated structure at a distorted geometry, from the Open Molecules 2025 dataset.

Properties
**⟨S²⟩**: 8.76
**HOMO energy (alpha / beta)**: -7.730 / -7.636 eV
**Total charge**: -1
**Frontier orbital gap (alpha / beta)**: 0.2829 / 0.2388 hartree
**Spin multiplicity**: 6

```
42
C3H3F10FeN3O16S6 | the Open Molecules 2025 dataset | wB97M-V/def2-TZVPD
Fe -18.945 -5.233 -33.981
C -23.152 -6.638 -33.502
F -23.174 -6.474 -34.798
F -24.287 -6.416 -33.015
F -22.683 -7.835 -33.124
S -22.005 -5.225 -32.721
O -22.001 -5.468 -31.260
O -20.665 -5.400 -33.255
O -22.637 -3.947 -33.088
C -16.973 -7.076 -30.203
F -17.305 -8.351 -30.510
F -16.883 -6.851 -28.873
F -15.864 -6.813 -30.880
S -18.082 -5.694 -30.820
O -19.400 -5.864 -30.187
O -17.370 -4.461 -30.476
O -18.192 -5.788 -32.335
N -18.635 -3.402 -34.163
S -17.656 -2.206 -33.756
O -18.189 -1.145 -32.889
O -16.544 -1.847 -34.652
F -16.825 -3.141 -32.725
S -19.238 -2.263 -35.376
O -18.808 -2.603 -36.706
O -19.482 -0.820 -35.124
F -20.686 -2.878 -35.145
N -19.096 -6.441 -35.380
S -19.787 -6.340 -37.026
O -20.999 -7.046 -37.329
O -18.891 -5.820 -38.037
F -20.388 -4.903 -36.672
S -18.707 -7.913 -35.707
O -17.563 -8.182 -36.554
O -19.771 -8.896 -35.488
F -18.020 -7.925 -34.252
C -14.641 -5.791 -35.717
N -16.044 -5.200 -35.570
O -16.698 -5.302 -34.560
O -16.451 -4.657 -36.574
H -14.043 -5.225 -36.430
H -14.892 -6.789 -36.078
H -14.112 -5.974 -34.782
```

natural (NBO) population analysis, charges in e, atoms 1 to 2: 1.8756, 0.7942

---

The following is a quantum chemistry calculation of a 2-piece molecular cluster, C3H3F2I overall at a distorted geometry, from the Open Molecules 2025 dataset.

Properties
**HOMO energy (alpha / beta)**: -8.856 / -9.474 eV
**Relative energy (zero: lowest compared OMol25 entry of this formula, charge and spin)**: 106.2 kcal per mole
**Frontier orbital gap (alpha / beta)**: 0.2905 / 0.3181 hartree

```
9
C3H3F2I | the Open Molecules 2025 dataset | wB97M-V/def2-TZVPD
C 1.718 -1.856 -0.229
C 1.578 -0.593 0.071
C -0.608 0.308 -0.654
F 2.874 -2.597 -0.198
F 2.576 0.128 0.475
I -2.204 -0.571 0.062
H 1.017 -2.483 -0.754
H -0.122 1.178 -0.324
H -0.248 -0.097 -1.540
```

natural (NBO) population analysis, charges in e, atoms 1 to 2: 0.0254, 0.3013

---

no.,energy (hartree)
1,-1049.6965
2,-1049.6765
3,-974.3076
4,-1372.5362
5,-1386.1362
6,-1906.9148
7,-1906.8886
8,-1288.4524
9,-215.7500
10,-215.8617
11,-6135.5166
12,-613.3408